# 1
Formula: C35H29F4GeN5O4S2SbSe4Tl
Source: OMol25
Level of theory: ωB97M-V with the def2-TZVPD basis set

M: 1438.37 g/mol
Energy above the lowest of the compared OMol25 structures with the same formula, charge and spin: 112.4 kJ/mol

```
! RIJCOSX wB97M-V def2-TZVPD def2/J DEFGRID3
* xyz -2 1
Tl 1.38642 0.52607 -1.95874
F -2.43528 4.37707 -1.60598
C -1.74014 3.57603 -2.43509
C -0.86868 2.64139 -1.90430
C -0.15496 1.81258 -2.75907
C -0.33189 1.90338 -4.14764
C -1.20511 2.88253 -4.61323
F -1.37672 3.06888 -5.94602
C -1.92071 3.72853 -3.79321
C 0.39968 0.99516 -5.06861
C -0.02236 0.67976 -6.36205
C 0.74505 -0.19487 -7.10809
C 1.90342 -0.73274 -6.57123
C 2.23701 -0.38707 -5.27175
N 1.49368 0.44295 -4.55805
H -0.76933 2.59010 -0.83519
H -2.57604 4.47908 -4.20168
H -0.92263 1.10371 -6.77246
H 0.43897 -0.45327 -8.11241
H 2.53575 -1.40084 -7.13659
H 3.12502 -0.75673 -4.77353
C -0.52417 -3.40961 -2.54680
C 0.92714 -3.06734 -2.73835
N 1.76648 -4.09957 -2.98132
O 1.35134 -1.93074 -2.65090
H -0.78472 -4.38029 -2.96405
H -1.13760 -2.63278 -3.00188
H -0.73651 -3.41509 -1.47604
H 1.45366 -5.05179 -2.93265
H 2.75366 -3.89613 -2.95370
O -3.47734 -3.79102 5.02023
S -4.87323 -4.02995 4.70184
O -5.21801 -5.42874 4.50493
O -5.81617 -3.27430 5.51072
C -5.10113 -3.31931 3.03329
N -6.34092 -3.35366 2.54893
C -6.51632 -2.85115 1.34380
C -5.48548 -2.30466 0.59424
C -4.22828 -2.31252 1.18834
N -4.04580 -2.82791 2.40610
C -3.02982 -1.74774 0.51251
C -1.76113 -1.89512 1.07159
C -0.67063 -1.32166 0.42784
N -0.77989 -0.63751 -0.71186
C -1.98976 -0.51314 -1.24772
C -3.13083 -1.04136 -0.68321
H -7.52784 -2.88166 0.94796
H -5.66878 -1.90559 -0.39184
H -1.64329 -2.42666 2.00060
H 0.33253 -1.41036 0.82811
H -2.04424 0.05694 -2.16958
H -4.08195 -0.87681 -1.16808
F 1.43842 2.51611 0.20291
C 0.83953 2.00559 1.33497
F 0.37538 3.10766 2.00164
H -0.04660 1.43244 1.03258
S 2.79633 -0.32670 0.14675
Ge 1.92585 0.92870 2.67954
C 0.35938 0.43989 3.82615
C 0.34328 -0.87705 4.28073
C -0.73594 -1.41530 4.96531
C -1.84665 -0.62802 5.20295
C -1.85089 0.69126 4.77399
C -0.76173 1.21767 4.10020
C 3.34425 2.11730 3.33311
C 3.41425 3.47907 3.05108
C 4.53031 4.22013 3.39655
C 5.59423 3.61557 4.04293
C 5.54262 2.26387 4.33190
C 4.43317 1.52467 3.96651
H 2.59343 -0.45679 2.76795
H 1.20197 -1.51312 4.08978
H -0.73585 -2.44602 5.29103
H -2.69981 -1.04890 5.71982
H -2.71201 1.31873 4.96692
H -0.79454 2.25243 3.78052
H 2.60467 3.96793 2.52413
H 4.58170 5.26495 3.12768
H 6.47434 4.19220 4.29253
H 6.37988 1.77826 4.81585
H 4.42202 0.45862 4.16124
Se 4.71427 2.13563 -4.66027
Sb 5.71917 2.61540 -2.53957
Se 7.72711 1.46621 -1.97772
Se 4.97167 4.51395 -1.32916
Se 3.94470 0.28317 -1.78865
*
```

***

# 2
Formula: C6H16N2O
Source: OMol25
Level of theory: ωB97M-V with the def2-TZVPD basis set

M: 132.21 g/mol
SMILES: C[C@H](CO)[C@H](N)[C@@H](C)N
Energy above the lowest of the compared OMol25 structures with the same formula, charge and spin: 117.3 kJ/mol

```
! RIJCOSX wB97M-V def2-TZVPD def2/J DEFGRID3
* xyz 0 1
C 0.20188 0.03281 0.52266
C 0.63890 0.38610 -0.93616
C -1.35208 0.17044 0.72469
C 2.16596 0.51978 -1.16052
C 0.06882 -0.58361 -1.99229
C -1.92326 -0.73614 1.81731
N 0.74193 -1.26838 0.94193
N -1.70379 1.56601 1.04182
O 2.94960 0.32515 0.00725
H 2.78795 1.07660 0.60158
H 0.66667 0.77032 1.19170
H 0.21309 1.36990 -1.17747
H -1.87898 -0.09088 -0.19703
H 0.41856 -2.01316 0.33185
H 1.76195 -1.23147 0.83123
H -1.49787 2.17426 0.25336
H -2.70492 1.63836 1.21822
H 2.52437 -0.19871 -1.90512
H 2.39563 1.51613 -1.55609
H 0.30576 -1.62668 -1.76049
H 0.47924 -0.36894 -2.98518
H -1.01748 -0.49504 -2.07896
H -1.42074 -0.59091 2.77832
H -1.82643 -1.78912 1.52790
H -2.99478 -0.55281 1.95949
*
```